Entry from the OMol25 dataset: a 2-piece molecular cluster, C5H14 overall at a distorted geometry (ωB97M-V/def2-TZVPD).

Energy in eV: -5411.264
ΔE to the lowest compared entry with this formula, charge and spin in kJ/mol: 75.8
SMILES string: CCC.CC

Each line ends with the Mulliken charge.
Atoms and positions in Å:
C1 -0.230 -2.500 -0.794  -1.09
C2 0.950 -2.272 0.101  -0.37
C3 1.382 -0.837 0.267  -0.55
H1 0.077 -2.319 -1.834  0.28
H2 -1.073 -1.964 -0.352  0.29
H3 -0.524 -3.555 -0.865  0.35
H4 0.731 -2.703 1.094  0.26
H5 1.762 -2.960 -0.130  0.35
H6 2.093 -0.548 -0.519  0.32
H7 0.599 -0.112 0.048  -0.19
H8 1.674 -0.633 1.294  0.33
C4 -0.894 2.123 0.883  -0.43
C5 -0.902 3.014 -0.417  -0.85
H9 -0.051 2.464 1.483  0.25
H10 -1.827 2.344 1.393  0.33
H11 -0.795 1.096 0.574  -0.10
H12 -0.286 2.503 -1.161  0.26
H13 -0.786 4.069 -0.247  0.32
H14 -1.898 2.791 -0.817  0.24

Atoms 1-6, force components in eV/Å:
0.1014 -0.8741 -0.4946
0.1674 -1.4366 1.6274
-0.1113 0.6052 -0.8578
-0.6821 0.8547 0.1656
-0.1023 0.2677 -0.8791
0.0865 0.0224 0.4853

=====

Entry from the OMol25 dataset: a 2-piece molecular cluster, C5H14 overall at a distorted geometry (ωB97M-V/def2-TZVPD).

Energy in eV: -5410.740
ΔE to the lowest compared entry with this formula, charge and spin in kJ/mol: 126.4
SMILES string: CCC.CC

Each line ends with the Mulliken charge.
Atoms and positions in Å:
C1 -1.076 -0.253 -1.496  -1.02
C2 -0.213 0.815 -2.224  -0.01
C3 0.226 2.044 -1.488  -1.14
H1 -1.551 -0.874 -2.247  0.35
H2 -0.590 -0.909 -0.783  0.15
H3 -1.907 0.165 -0.935  0.33
H4 -0.942 1.128 -3.120  0.20
H5 0.684 0.353 -2.640  0.23
H6 0.559 2.823 -2.285  0.27
H7 1.029 2.032 -0.757  0.32
H8 -0.562 2.519 -0.928  0.33
C4 0.568 -0.876 1.679  -0.78
C5 0.497 -1.594 2.976  -0.99
H9 1.077 -1.528 1.112  0.39
H10 -0.418 -0.770 1.297  0.19
H11 0.969 0.104 1.714  0.33
H12 -0.081 -0.985 3.758  0.28
H13 1.383 -1.504 3.599  0.31
H14 0.345 -2.690 2.767  0.27

Atoms 1-6, force components in eV/Å:
0.0475 0.2985 -0.0632
-1.8824 -0.6129 -1.3317
0.4072 2.4601 -1.1161
0.0693 -0.2829 -0.1697
0.5406 0.0101 -0.1230
-0.0944 0.5202 0.0284

=====

Entry from the OMol25 dataset: a 2-piece molecular cluster, C5H14 overall (ωB97M-V/def2-TZVPD).

Energy in eV: -5411.951
ΔE to the lowest compared entry with this formula, charge and spin in kJ/mol: 9.5
SMILES string: CCC.CC

Each line ends with the Mulliken charge.
Atoms and positions in Å:
C1 2.046 -0.353 0.136  -1.24
C2 1.327 0.056 -1.149  0.05
C3 1.431 1.553 -1.412  -1.18
H1 1.737 0.212 1.014  0.31
H2 3.118 -0.147 0.020  0.41
H3 1.946 -1.421 0.320  0.30
H4 1.828 -0.497 -1.953  0.25
H5 0.297 -0.294 -1.199  0.15
H6 1.150 2.144 -0.537  0.31
H7 2.452 1.802 -1.705  0.32
H8 0.811 1.842 -2.261  0.33
C4 -1.576 -0.939 1.061  -0.60
C5 -2.954 -0.288 1.118  -0.96
H9 -1.545 -1.906 1.574  0.33
H10 -1.300 -1.183 0.037  0.17
H11 -0.830 -0.278 1.500  0.19
H12 -3.063 0.486 0.356  0.29
H13 -3.106 0.214 2.074  0.28
H14 -3.769 -1.002 1.008  0.29

Atoms 1-6, force components in eV/Å:
0.3184 0.1076 -0.2345
0.4623 -0.2497 -0.0777
0.0343 -0.2006 -0.3976
-0.2792 -0.0644 0.0262
-0.1343 -0.0579 0.0056
-0.0810 -0.0377 0.1650

=====

Entry from the OMol25 dataset: a 2-piece molecular cluster, C5H14 overall at a distorted geometry (ωB97M-V/def2-TZVPD).

Energy in eV: -5410.840
ΔE to the lowest compared entry with this formula, charge and spin in kJ/mol: 116.7
SMILES string: CCC.CC

Each line ends with the Mulliken charge.
Atoms and positions in Å:
C1 0.088 2.288 -1.093  -1.07
C2 -1.229 2.138 -0.321  -0.20
C3 -1.187 1.068 0.768  -0.77
H1 0.418 3.357 -1.126  0.32
H2 0.108 1.776 -2.070  0.28
H3 1.030 2.053 -0.477  0.31
H4 -1.546 3.111 0.026  0.31
H5 -1.965 1.907 -1.080  0.23
H6 -1.983 0.427 1.099  0.40
H7 -0.266 0.432 0.467  -0.08
H8 -0.921 1.392 1.790  0.28
C4 1.225 -3.207 -0.193  -0.91
C5 0.916 -2.039 0.758  -0.68
H9 2.242 -3.581 -0.001  0.26
H10 1.241 -2.932 -1.254  0.28
H11 0.538 -4.045 -0.088  0.29
H12 1.376 -2.220 1.724  0.30
H13 -0.115 -2.136 1.107  0.27
H14 1.273 -1.130 0.338  0.18

Atoms 1-6, force components in eV/Å:
2.3303 1.1627 1.4399
-0.3872 -0.0626 -0.3130
3.1181 -0.9416 0.6211
-1.0086 -0.4362 -1.0259
0.1576 0.3914 0.5268
-1.4247 -0.8896 -0.6634

=====

Entry from the OMol25 dataset: a 2-piece molecular cluster, C5H14 overall at a distorted geometry (ωB97M-V/def2-TZVPD).

Energy in eV: -5411.809
ΔE to the lowest compared entry with this formula, charge and spin in kJ/mol: 23.2
SMILES string: CCC.CC

Each line ends with the Mulliken charge.
Atoms and positions in Å:
C1 0.412 1.714 -0.335  -1.19
C2 0.402 1.030 1.014  0.05
C3 -0.761 1.483 1.907  -1.24
H1 -0.448 1.374 -0.903  0.28
H2 0.517 2.781 -0.139  0.42
H3 1.338 1.442 -0.846  0.31
H4 1.330 1.223 1.560  0.29
H5 0.323 -0.054 0.911  0.08
H6 -1.677 1.077 1.537  0.33
H7 -0.839 2.570 1.933  0.33
H8 -0.646 1.092 2.919  0.34
C4 0.733 -1.743 -1.424  -0.51
C5 -0.695 -2.204 -1.049  -0.87
H9 0.740 -0.662 -1.326  -0.06
H10 1.371 -2.073 -0.601  0.24
H11 1.043 -2.133 -2.384  0.36
H12 -0.891 -1.970 -0.001  0.25
H13 -1.471 -1.667 -1.597  0.26
H14 -0.779 -3.282 -1.177  0.32

Atoms 1-6, force components in eV/Å:
0.9906 -0.3351 0.6280
-0.2648 -0.1259 0.9607
0.7205 -0.1107 -0.0095
-0.1187 0.5842 -0.2886
-0.6399 0.1797 -0.4599
-0.1625 -0.1034 -0.3166

=====

Entry from the OMol25 dataset: a 2-piece molecular cluster, C5H14 overall at a distorted geometry (ωB97M-V/def2-TZVPD).

Energy in eV: -5410.475
ΔE to the lowest compared entry with this formula, charge and spin in kJ/mol: 151.9
SMILES string: CCC.CC

Each line ends with the Mulliken charge.
Atoms and positions in Å:
C1 -1.288 -0.545 1.966  -0.96
C2 -1.926 0.441 0.937  -0.11
C3 -2.422 -0.105 -0.389  -1.32
H1 -0.202 -0.334 1.838  0.17
H2 -1.277 -1.628 1.722  0.29
H3 -1.579 -0.509 2.995  0.30
H4 -2.908 0.835 1.194  0.26
H5 -1.128 1.147 0.902  0.32
H6 -3.537 -0.163 -0.398  0.34
H7 -2.462 0.383 -1.311  0.41
H8 -2.094 -1.131 -0.671  0.29
C4 2.045 0.702 -0.996  -0.81
C5 3.161 -0.335 -1.242  -0.81
H9 2.438 1.662 -0.827  0.37
H10 1.347 0.797 -1.751  0.35
H11 1.630 0.521 -0.039  0.11
H12 2.740 -1.349 -0.992  0.25
H13 4.054 -0.079 -0.668  0.26
H14 3.412 -0.306 -2.270  0.28

Atoms 1-6, force components in eV/Å:
1.3313 -1.0458 -1.7491
-0.9431 -0.8568 0.2688
-1.3495 -2.9215 -0.3801
-0.5332 -0.1011 0.8237
-0.7321 0.4963 -0.2795
-0.2549 0.6083 0.5326

=====

Entry from the OMol25 dataset: a 2-piece molecular cluster, C5H14 overall at a distorted geometry (ωB97M-V/def2-TZVPD).

Energy in eV: -5410.208
ΔE to the lowest compared entry with this formula, charge and spin in kJ/mol: 177.7
SMILES string: CCC.CC

Each line ends with the Mulliken charge.
Atoms and positions in Å:
C1 0.325 -2.240 -2.237  -1.10
C2 -0.790 -1.636 -1.170  -0.53
C3 -0.688 -0.183 -1.066  -0.80
H1 0.293 -3.329 -2.217  0.33
H2 1.241 -1.945 -1.733  0.29
H3 0.175 -1.839 -3.164  0.36
H4 -1.736 -1.928 -1.458  0.38
H5 -0.765 -2.055 -0.221  0.40
H6 -1.391 0.466 -1.775  0.26
H7 -0.877 0.258 -0.134  0.04
H8 0.273 0.305 -1.129  0.37
C4 -0.134 2.177 1.745  -0.95
C5 1.186 1.411 2.297  -0.72
H9 -0.645 2.679 2.537  0.35
H10 0.046 2.810 0.831  0.27
H11 -0.878 1.581 1.358  0.29
H12 1.428 1.888 3.318  0.25
H13 2.122 1.232 1.768  0.33
H14 0.813 0.346 2.451  0.18

Atoms 1-6, force components in eV/Å:
-1.3371 -0.4807 5.2603
2.4596 -0.7980 -2.6565
-1.2784 3.8039 -1.8921
-0.1115 0.0243 -0.2956
0.4587 0.0909 -0.6411
-0.1866 1.0515 -2.3851

=====

Entry from the OMol25 dataset: a 2-piece molecular cluster, C5H14 overall at a distorted geometry (ωB97M-V/def2-TZVPD).

Energy in eV: -5411.723
ΔE to the lowest compared entry with this formula, charge and spin in kJ/mol: 31.5
SMILES string: CCC.CC

Each line ends with the Mulliken charge.
Atoms and positions in Å:
C1 -1.547 -0.544 0.193  -0.91
C2 -2.162 -0.143 1.524  -0.14
C3 -2.173 1.368 1.717  -1.19
H1 -0.940 0.300 -0.140  0.18
H2 -0.849 -1.388 0.240  0.30
H3 -2.275 -0.738 -0.588  0.31
H4 -1.567 -0.561 2.348  0.23
H5 -3.158 -0.557 1.726  0.27
H6 -2.387 1.673 2.745  0.34
H7 -2.922 1.890 1.113  0.30
H8 -1.234 1.845 1.431  0.32
C4 2.666 -0.788 -2.200  -0.83
C5 2.686 0.004 -0.878  -0.75
H9 3.229 -1.716 -2.113  0.27
H10 1.648 -0.954 -2.545  0.26
H11 3.078 -0.147 -2.976  0.27
H12 2.378 -0.653 -0.049  0.23
H13 3.658 0.389 -0.594  0.33
H14 1.869 0.721 -0.955  0.20

Atoms 1-6, force components in eV/Å:
0.4116 0.1391 -0.2744
0.2285 -0.0665 1.0115
-0.4243 0.7170 0.0415
0.0325 -0.0451 -0.2090
-0.3732 -0.0388 0.1525
-0.1456 -0.0532 -0.0534